Record 1
Computed, not measured: a molecular structure, C17H19Cl3F3GeN3O3Pt, with ωB97M-V/def2-TZVPD.

```
50
C17H19Cl3F3GeN3O3Pt, DFT ωB97M-V/def2-TZVPD
Pt 3.5434 -2.1591 3.3648
C -1.9404 -2.4004 -1.8780
C -2.2917 -2.0658 -0.4395
N -1.0871 -1.7152 0.3608
C -0.5604 -2.6401 1.1370
C 0.5839 -2.4706 1.9165
C 0.8762 -3.6555 2.7465
O 0.2646 -4.6752 2.7687
O 1.9574 -3.5331 3.6264
C 1.2538 -1.2246 1.8537
O 2.3160 -0.8670 2.5084
C 0.6803 -0.2193 1.0087
C 1.2763 1.0517 0.9111
C 0.7130 2.0225 0.1498
F 1.3065 3.2203 0.1324
C -0.4893 1.8299 -0.5906
C -1.0505 0.5542 -0.5159
C -0.4952 -0.4532 0.2756
N -1.0665 2.8357 -1.3381
C -2.5006 2.8807 -1.5949
C -2.7763 3.0404 -3.0890
N -1.7430 3.9723 -3.6919
C -1.1862 4.9086 -2.6590
C -0.3883 4.1113 -1.6312
H -2.8539 -2.6242 -2.4272
H -1.2990 -3.2799 -1.9266
H -1.4300 -1.5783 -2.3793
H -2.7512 -2.9169 0.0578
H -2.9966 -1.2413 -0.3529
H -1.0750 -3.5919 1.1713
H 2.1729 1.2833 1.4678
H -1.9261 0.3325 -1.1023
H -2.9471 3.7056 -1.0333
H -2.9958 1.9816 -1.2451
H -3.7571 3.4800 -3.2594
H -2.7122 2.0992 -3.6301
H -2.1574 4.4997 -4.4632
H -0.9789 3.4283 -4.0970
H -2.0341 5.4367 -2.2285
H -0.5455 5.6355 -3.1532
H -0.2732 4.7420 -0.7485
H 0.6056 3.9057 -2.0257
Cl 2.9307 -6.6519 3.3164
Ge 2.6553 -5.0108 4.5275
Cl 4.5971 -3.8831 4.6603
Cl 1.7671 -5.1576 6.3768
F 4.7484 -0.6823 1.3382
C 5.0338 -1.7774 2.0079
F 5.0831 -2.8183 1.2003
H 5.9432 -1.6646 2.6158
```

Computed properties:
<S²> = 0.756
highest occupied orbital energy (spin up / spin down) = -0.6101 / -0.6100 hartree
total charge = +3
2S+1 = 2


Record 2
Computed, not measured: a single C17H19ClO4S molecule, with ωB97M-V/def2-TZVPD.

```
42
C17H19ClO4S, DFT ωB97M-V/def2-TZVPD
O -0.0120 -3.2001 -2.0674
S 0.3871 -1.9260 -1.5363
O 1.6595 -1.4044 -1.9676
C -0.9054 -0.7107 -1.9417
H -1.8058 -1.0054 -1.4108
H -1.0719 -0.7786 -3.0137
C -0.4505 0.6691 -1.5036
O -1.5796 1.4579 -1.2049
H -1.2981 2.3818 -1.2581
C 0.4099 1.3527 -2.5781
H -0.2045 1.5174 -3.4696
H 1.2584 0.7072 -2.8271
O 0.8344 2.6319 -2.1624
C 2.0715 2.6607 -1.4701
C 1.9981 2.1115 -0.0665
C 1.1618 2.7130 0.8684
C 1.0588 2.2015 2.1492
C 1.8025 1.0903 2.5140
C 2.6437 0.4916 1.5905
C 2.7376 0.9954 0.3030
H 3.3750 0.5098 -0.4209
H 3.2307 -0.3703 1.8732
H 1.7266 0.6922 3.5152
H 0.4025 2.6725 2.8661
H 0.5867 3.5811 0.5806
H 2.8302 2.1132 -2.0446
H 2.3426 3.7211 -1.4410
H 0.1583 0.5553 -0.5935
C 0.4379 -2.0581 0.2996
C -0.9422 -1.9977 0.8409
C -1.8373 -3.0286 0.5654
C -3.1420 -2.9682 1.0169
C -3.5576 -1.8680 1.7529
C -2.6809 -0.8329 2.0365
C -1.3784 -0.9012 1.5771
H -0.6944 -0.0951 1.7979
H -3.0163 0.0184 2.6068
Cl -5.1854 -1.7877 2.3215
H -3.8347 -3.7661 0.8012
H -1.5063 -3.8705 -0.0229
H 0.9135 -3.0217 0.4683
H 1.0761 -1.2545 0.6555
```

Computed properties:
SMILES = O=S(=O)(Cc1ccc(Cl)cc1)C[C@H](O)COCc1ccccc1
highest occupied orbital energy = -0.3379 hartree


Record 3
Computed, not measured: a single C17H19F3N2O5S molecule at a distorted geometry, with ωB97M-V/def2-TZVPD.

```
47
C17H19F3N2O5S, DFT ωB97M-V/def2-TZVPD
C -2.9877 3.8535 -5.9783
C -2.9004 2.9837 -4.7346
H -2.8759 1.9219 -5.0132
H -3.7673 3.1604 -4.0846
O -1.7060 3.3324 -4.0525
C -1.3937 2.7167 -2.8967
C -0.2065 3.1435 -2.2839
C 0.2069 2.5822 -1.0973
C -0.5592 1.5877 -0.5109
C -1.7307 1.1563 -1.0983
C -2.1545 1.7152 -2.2919
H -3.0732 1.3694 -2.7371
H -2.3067 0.3877 -0.6072
S -0.0061 0.8738 1.0230
O -0.9914 -0.0775 1.4800
O 0.3943 1.8992 1.9380
N 1.3872 0.0911 0.5460
C 2.5203 0.1076 1.4333
H 2.6829 1.1521 1.7208
H 3.4051 -0.2438 0.8961
C 2.4330 -0.6557 2.7552
O 3.4309 -0.8705 3.4080
N 1.1940 -0.9984 3.1829
C 1.0035 -1.4612 4.5305
C 0.5519 -2.9171 4.5976
F -0.5726 -3.1440 3.9061
F 0.2925 -3.2761 5.8672
F 1.4683 -3.7756 4.1410
H 1.9685 -1.3884 5.0466
H 0.2481 -0.8600 5.0468
H 0.3656 -0.8012 2.6336
C 1.2250 -1.0288 -0.3625
C 1.1158 -2.3614 0.3006
C 0.0397 -3.0803 0.7318
C 0.5596 -4.2816 1.2714
C 1.9095 -4.1998 1.1336
O 2.2578 -3.0438 0.5469
H 2.7006 -4.8664 1.4117
H 0.0019 -5.0849 1.7052
H -0.9863 -2.7797 0.6868
H 0.3180 -0.8271 -0.9353
H 2.0856 -1.0368 -1.0414
H 1.1100 2.9052 -0.6059
H 0.3631 3.9214 -2.7662
H -2.1240 3.6806 -6.6141
H -3.0062 4.9026 -5.6971
H -3.8915 3.6162 -6.5315
```

Computed properties:
SMILES = CCOc1ccc(S(=O)(=O)N(CC(=O)NCC(F)(F)F)Cc2ccco2)cc1
highest occupied orbital energy = -0.3173 hartree


Record 4
Computed, not measured: a single C17H19F3N2O6 molecule at a distorted geometry, with ωB97M-V/def2-TZVPD.

```
47
C17H19F3N2O6, DFT ωB97M-V/def2-TZVPD
O -1.5694 -0.3171 -0.2828
O 3.6816 -4.4160 1.7288
O 4.1541 -1.3562 -2.3916
O 2.2477 0.6660 0.6977
F -7.9416 -0.5122 1.7675
F -6.8941 1.7209 3.0858
F 5.7616 -1.8107 0.2414
O 2.2568 -4.9717 0.1095
O -0.5446 1.5932 0.3406
C -1.5261 0.6721 0.4108
C 2.8249 -4.0887 0.9855
C 3.9655 -1.5985 -1.1640
C 1.5416 0.3634 -0.1865
C -5.8472 -0.9616 0.7681
C -4.4831 -0.5411 0.5383
C -4.7728 1.2279 2.2088
C -6.6499 -0.2481 1.6373
C -6.1014 0.8955 2.2649
C -3.9494 0.5131 1.3004
N -2.5620 0.9888 1.3075
N 1.4459 -0.9974 -0.6623
C 4.9432 -0.8740 -0.1524
C 0.0667 3.4465 -1.6046
C 2.1841 2.5359 -2.2207
C 2.4695 -2.5913 0.9242
C 2.5415 -1.9934 -0.5431
C 1.2257 2.6733 -1.0707
C 0.4799 1.3534 -0.7178
H 2.7541 -5.7607 0.4094
H -6.4932 -1.6977 0.1744
H -3.9377 -1.0833 -0.2315
H -4.5048 2.0430 2.6983
H -2.2642 1.5528 2.0727
H 0.7938 -1.2590 -1.4168
H 4.3324 -0.4601 0.7359
H 5.3628 -0.0264 -0.6797
H -0.4003 2.9610 -2.4902
H 0.4289 4.4331 -2.0945
H -0.6284 3.6952 -0.7655
H 3.2293 2.1012 -2.0922
H 2.4270 3.5168 -2.5896
H 1.7910 2.0207 -3.1143
H 2.9342 -2.0565 1.7761
H 1.4383 -2.5916 1.3174
H 2.1886 -2.7930 -1.2353
H 1.5475 3.1586 -0.1954
H 0.0517 0.8740 -1.5998
```

Computed properties:
SMILES = CC(C)[C@H](OC(=O)Nc1ccc(F)c(F)c1)C(=O)N[C@H](CC(=O)O)C(=O)CF
highest occupied orbital energy = -0.3318 hartree


Record 5
Computed, not measured: a single C17H19F6N5O3 molecule at a distorted geometry, with ωB97M-V/def2-TZVPD.

```
50
C17H19F6N5O3, DFT ωB97M-V/def2-TZVPD
O -1.8214 0.6787 -0.7806
O 1.8763 -2.3118 -2.2494
F 1.1129 8.1649 1.3354
F -0.6749 7.7595 2.3395
F -0.8370 7.5065 0.1948
F 3.0338 4.7101 4.5073
F 3.0494 2.7688 3.5758
F 1.4898 3.1499 5.1400
N 0.2312 1.7725 2.7233
O -1.2355 -4.9629 -3.0031
C -1.2351 -0.3979 -0.5541
C 0.9021 -3.0598 -2.0653
C -0.7965 1.4801 1.8987
C -0.6236 4.8861 1.0676
C 1.1765 5.4845 2.6617
C 0.3939 3.1415 2.5161
C -0.4777 3.5620 1.5523
C 0.1956 5.8470 1.6190
C 1.2760 4.1207 3.1111
N -1.1951 2.4849 1.0856
N -0.3285 -2.4355 -2.0226
N -1.0699 -0.8564 0.7468
N 2.4207 -5.1709 -2.5405
C -2.1608 -5.8981 -3.5591
C -0.0033 7.3360 1.3249
C 2.2366 3.6946 4.1877
C -0.0025 -1.7757 1.0823
C -0.5389 -0.9796 -1.8496
C -1.5389 0.1242 1.7758
C 0.1624 -5.2659 -3.3330
C 1.0953 -4.6356 -2.2182
H -1.3202 5.2247 0.3650
H 1.8166 6.2950 2.9449
H -1.6582 2.4182 0.1457
H -1.2032 -3.0252 -2.0456
H 2.9500 -5.4968 -1.7614
H 2.9907 -4.3783 -2.9227
H -1.8688 -6.9048 -3.1297
H -3.1635 -5.6940 -3.2546
H -2.1601 -5.8223 -4.6843
H 0.7940 -1.8842 0.3518
H 0.5971 -1.5752 1.8860
H -0.3986 -2.7498 1.2208
H 0.3618 -0.4011 -1.9287
H -1.1895 -0.6866 -2.6994
H -1.4935 -0.3636 2.7771
H -2.6047 0.3319 1.5600
H 0.3916 -6.3434 -3.4399
H 0.2910 -4.6860 -4.2712
H 0.7548 -5.1809 -1.3838
```

Computed properties:
SMILES = COC[C@@H](N)C(=O)NCC(=O)N(C)Cc1nc2c(C(F)(F)F)cc(C(F)(F)F)cc2[nH]1
highest occupied orbital energy = -0.3335 hartree


Record 6
Computed, not measured: a single C17H19N3O molecule at a distorted geometry, with ωB97M-V/def2-TZVPD.

```
40
C17H19N3O, DFT ωB97M-V/def2-TZVPD
O 1.0701 -5.6638 0.3631
N 1.1787 -2.6952 -2.9928
C 0.4631 -4.8228 -0.2747
C 0.9594 -1.4807 -3.5680
C 0.5286 -2.9378 -1.7944
C -2.0466 4.3143 2.2881
C -1.1612 4.5060 1.2996
C -2.3344 2.9769 2.6690
C 0.1186 -0.4852 -3.0531
C -0.1625 -1.9063 -1.1500
C -0.5340 3.3287 0.7463
C -1.7343 1.8105 2.1467
C -0.3501 -0.6741 -1.7548
C -0.9141 1.9825 1.0410
N -0.7195 -4.5636 0.2821
N 0.9297 -4.1432 -1.3379
C -0.8932 0.5230 -1.0318
C 2.0739 1.1755 1.4095
C 2.2994 -0.0088 0.5813
C -0.2985 0.8126 0.3956
C 1.1901 1.0172 0.2014
H 1.4743 -1.1103 -4.5075
H -2.5435 5.2449 2.6360
H -0.9834 5.5002 0.9243
H -3.0428 3.0072 3.5761
H 0.2101 0.5457 -3.4049
H -0.5030 -2.1360 -0.1128
H 0.3796 3.5066 0.2873
H -2.1243 0.8985 2.6461
H -1.3930 -4.0626 -0.3195
H -0.9419 -5.2615 1.0784
H 1.8643 -4.3001 -1.5533
H -0.7685 1.4402 -1.5629
H -1.8933 0.2191 -1.0040
H 1.5725 1.0991 2.4013
H 2.7874 1.9468 1.3308
H 3.1580 -0.0571 -0.0344
H 1.8928 -1.0086 0.9119
H -0.3896 -0.1015 0.9811
H 1.5811 1.5636 -0.7402
```

Computed properties:
SMILES = NC(=O)Nc1cc(C[C@H](c2ccccc2)C2CC2)ccn1
highest occupied orbital energy = -0.3298 hartree


Record 7
Computed, not measured: a single C17H19N3O2 molecule at a distorted geometry, with ωB97M-V/def2-TZVPD.

```
41
C17H19N3O2, DFT ωB97M-V/def2-TZVPD
C 3.8746 1.6609 -1.7876
C 2.9554 1.0717 -0.7635
N 3.4288 1.0014 0.4266
N 2.6156 0.5964 1.4646
C 1.3849 1.1072 1.7381
O 0.7803 1.8650 1.0086
C 0.7758 0.5991 3.0526
N -0.6135 0.2549 2.8644
C -0.9789 -0.7642 1.9909
C -0.0796 -1.7363 1.5569
C -0.4959 -2.7841 0.7560
C -1.8188 -2.8857 0.3738
C -2.7188 -1.9210 0.7967
C -2.3244 -0.8614 1.5931
C -3.3219 0.1739 2.0245
H -3.3630 0.2438 3.1114
H -3.0566 1.1553 1.6265
H -4.3133 -0.0803 1.6579
H -3.7571 -1.9926 0.5009
H -2.1482 -3.7047 -0.2484
H 0.2238 -3.5208 0.4294
H 0.9606 -1.6838 1.8397
H -1.1925 1.0761 2.7568
H 0.8244 1.4021 3.7941
H 1.3211 -0.2639 3.4418
H 3.1559 0.2061 2.2259
C 1.6522 0.5943 -1.1715
C 0.9888 1.0013 -2.2669
C -0.3013 0.5025 -2.6329
C -1.1219 0.8536 -3.6835
C -2.2802 0.0605 -3.5642
C -2.0879 -0.7147 -2.4580
O -0.9038 -0.4581 -1.8935
H -2.6993 -1.4581 -1.9869
H -3.1363 0.0637 -4.2075
H -0.9141 1.5865 -4.4365
H 1.3832 1.7715 -2.9132
H 1.1885 -0.1524 -0.5391
H 3.4978 2.6339 -2.0979
H 4.8620 1.7906 -1.3546
H 3.9340 1.0186 -2.6631
```

Computed properties:
SMILES = CC(/C=C/c1ccco1)=N/NC(=O)CNc1ccccc1C
highest occupied orbital energy = -0.2851 hartree


Record 8
Computed, not measured: a single C17H19N3O3 molecule at a distorted geometry, with ωB97M-V/def2-TZVPD.

```
42
C17H19N3O3, DFT ωB97M-V/def2-TZVPD
O 2.1108 2.1102 -2.1187
C 2.3355 1.4980 -1.1661
N 1.8080 2.0025 -0.0138
H 1.7655 1.2593 0.7815
C 0.5287 2.6114 -0.1009
H 0.5153 3.3389 0.9878
H 0.4275 3.2698 -0.6873
C -0.8002 1.9598 -0.0188
C -2.1114 2.7998 0.1624
H -2.8173 2.3030 -0.3600
C -2.4478 2.8260 1.7606
H -1.9364 3.4502 2.2313
C -1.8511 1.0357 1.9053
H -2.5933 0.5559 1.7404
O -0.7101 1.0646 1.1146
H -1.6770 1.0089 3.1874
H -3.4138 2.5686 2.0083
H -1.9381 3.7548 0.0403
H -0.7041 1.4192 -0.8611
C 2.9670 0.2606 -0.9312
N 2.1915 -0.7880 -0.4093
N 0.8514 -0.7770 -0.5086
C 0.1511 -1.5489 0.0320
C 0.5821 -2.4436 1.2033
C 1.9467 -2.2424 1.1356
C 2.9284 -1.4625 0.7107
O 4.0240 -1.4735 1.0012
H 2.4144 -2.8563 2.1299
H -0.0952 -3.2267 1.6330
C -1.2147 -1.6563 -0.3610
C -2.2605 -1.8937 0.3805
C -3.6257 -1.9201 -0.0856
C -3.8848 -1.3580 -1.1906
C -2.9270 -1.1362 -2.0979
C -1.6157 -1.1831 -1.6878
H -0.7468 -0.6152 -2.3205
H -3.1232 -0.6123 -3.2246
H -4.9512 -1.2929 -1.2442
H -4.3967 -2.1498 0.7374
H -2.1568 -2.2401 1.5159
H 4.0137 0.2960 -0.3461
H 3.0798 -0.0661 -1.8205
```

Computed properties:
SMILES = O=C(Cn1nc(-c2ccccc2)ccc1=O)NC[C@@H]1CCCO1
highest occupied orbital energy = -0.3307 hartree


Here are the calculated E numbers, same order: -134008.4613; -49484.5843; -50142.6539; -41352.5951; -47834.5204; -24452.9440; -26501.3425; -28535.6059 (eV).